Formula: C25H24N2O3
Source: OMol25
Level of theory: ωB97M-V with the def2-TZVPD basis set

Structure (XYZ):
```
54
C25H24N2O3 | OMol25 | ωB97M-V with the def2-TZVPD basis set
C -2.207 4.358 4.935
H -2.678 5.244 5.358
O -2.652 4.293 3.600
C -2.217 3.276 2.816
C -1.346 2.267 3.219
C -0.967 1.286 2.323
C -1.411 1.298 1.005
C -2.324 2.280 0.622
C -2.718 3.254 1.512
H -3.428 4.013 1.225
H -2.767 2.258 -0.362
C -1.019 0.200 0.103
N -1.083 -0.984 0.606
C -0.859 -2.064 -0.197
C -0.863 -3.350 0.355
C -0.715 -4.445 -0.462
C -0.568 -4.292 -1.841
C -0.551 -3.035 -2.398
C -0.687 -1.911 -1.582
C -0.586 -0.572 -2.141
O -0.427 -0.322 -3.320
N -0.657 0.462 -1.196
C -0.226 1.778 -1.642
H -1.022 2.514 -1.530
C 1.017 2.276 -0.888
O 2.222 1.684 -1.313
C 2.360 0.320 -1.087
C 2.385 -0.521 -2.192
C 2.537 -1.885 -2.033
C 2.655 -2.436 -0.765
C 2.674 -1.581 0.327
C 2.553 -0.205 0.193
C 2.685 0.683 1.396
H 3.078 1.655 1.106
H 1.724 0.829 1.889
H 3.364 0.231 2.116
H 2.804 -1.994 1.318
C 2.814 -3.914 -0.578
H 2.378 -4.457 -1.412
H 2.336 -4.241 0.343
H 3.873 -4.171 -0.519
H 2.550 -2.525 -2.902
H 2.276 -0.091 -3.175
H 1.145 3.341 -1.099
H 0.861 2.146 0.190
H 0.009 1.670 -2.705
H -0.428 -2.884 -3.460
H -0.464 -5.165 -2.468
H -0.719 -5.438 -0.036
H -0.989 -3.451 1.422
H -0.322 0.483 2.646
H -0.968 2.230 4.228
H -2.517 3.477 5.504
H -1.119 4.465 4.990
```

Summary:
SMILES ... COc1ccc(-c2nc3ccccc3c(=O)n2CCOc2ccc(C)cc2C)cc1
DFT total energy ... -35438.050 eV
ΔE to the lowest compared entry with this formula, charge and spin ... 32.11 kcal/mol
HOMO-LUMO gap ... 8.6 eV